Arrangement i

{"formula": "CH3NO4S", "method": "ωB97M-V/def2-TZVPD", "species": ["C", "N", "O", "O", "O", "O", "S", "H", "H", "H"], "coordinates": [[-1.13700, 1.12151, -1.33973], [0.37446, -0.77953, 1.40136], [-1.88118, 0.90501, -2.19168], [1.87132, -0.19744, -0.60556], [0.60146, -2.38753, -0.65150], [0.21002, 0.64044, 1.48155], [0.72075, -1.00173, -0.32117], [-1.12530, 1.66549, -0.32125], [-0.52066, -1.12571, 1.57972], [0.88611, 1.15948, 0.96825]], "nbo_charge": [0.352, -0.464, -0.422, -0.906, -0.870, -0.608, 1.877, 0.180, 0.365, 0.497], "charge": 0, "homo_lumo_gap_ha": [0.32473, 0.23755]}



Arrangement ii

{"formula": "CH3NO4S", "method": "ωB97M-V/def2-TZVPD", "species": ["C", "N", "O", "O", "O", "O", "S", "H", "H", "H"], "coordinates": [[0.76273, -2.01935, -0.22335], [0.03389, 0.07911, -0.13813], [-0.18036, 1.05010, -0.75160], [-0.34760, 3.94303, 0.26322], [-1.43313, 2.22593, 1.55877], [0.09856, -1.03067, -0.90116], [-1.44801, 3.00256, 0.33969], [0.54981, -2.01129, 0.90688], [1.79883, -2.22531, -0.62599], [0.16528, -3.01412, -0.42833]], "nbo_charge": [-0.311, 0.377, -0.317, -0.832, -0.843, -0.356, 1.658, 0.221, 0.208, 0.195], "charge": 0, "homo_lumo_gap_ha": 0.36779}



arrangement ii comes first in stability; the runner-up is 0.0691 hartree higher.